A.
Here is C5H8N4 in the gas phase from OMol25. Energies are from ωB97M-V/def2-TZVPD.

HOMO level, eV: -8.88
E_LUMO, eV: 0.87
Gap between HOMO and LUMO, eV: 9.75

The geometry in ORCA input format:
```
! RIJCOSX wB97M-V def2-TZVPD def2/J DEFGRID3
* xyz 0 1
C -3.166 0.406 0.586
C -2.294 -0.263 -0.540
N -0.965 0.272 -0.460
N -0.139 -0.614 -0.230
C 1.226 -0.195 -0.102
C 2.223 -1.050 0.106
N 3.402 -0.247 0.132
C 2.940 1.013 -0.090
N 1.687 1.113 -0.247
H -4.205 0.083 0.376
H -3.090 1.492 0.532
H -2.794 0.145 1.581
H -2.679 0.084 -1.512
H -2.321 -1.372 -0.485
H 2.285 -2.140 0.161
H 4.322 -0.601 0.389
H 3.568 1.876 -0.197
*
```

Results of the Mulliken charge analysis, in e, for atoms 1 through 2: number 1, C, carries -1.043; number 2, C, carries -0.232


B.
Here is C5H8N4 in the gas phase from OMol25. Energies are from ωB97M-V/def2-TZVPD.

HOMO level, eV: -7.21
E_LUMO, eV: 0.99
Gap between HOMO and LUMO, eV: 8.20

The geometry in ORCA input format:
```
! RIJCOSX wB97M-V def2-TZVPD def2/J DEFGRID3
* xyz 0 1
C 2.082 -1.744 0.376
N 1.169 -0.976 -0.428
N 1.263 -0.676 -1.830
N 0.249 -0.006 -2.119
N -0.433 0.340 -1.071
C -1.430 1.323 -0.776
C -1.664 1.178 0.737
C -0.487 0.129 1.209
C 0.132 -0.207 0.092
H 2.525 -2.497 -0.364
H 2.706 -1.045 0.906
H 1.608 -2.182 1.219
H -2.389 1.165 -1.291
H -1.161 2.276 -1.132
H -2.681 0.956 0.990
H -1.337 2.097 1.239
H -0.151 -0.131 2.243
*
```

Results of the Mulliken charge analysis, in e, for atoms 1 through 2: number 1, C, carries -0.869; number 2, N, carries 0.352


A (0.0732 hartree below the next structure)


A.
Here is C3H9O2PS in the gas phase from OMol25. Energies are from ωB97M-V/def2-TZVPD.

HOMO level, eV: -8.49
E_LUMO, eV: 0.68
Gap between HOMO and LUMO, eV: 9.17

The geometry in ORCA input format:
```
! RIJCOSX wB97M-V def2-TZVPD def2/J DEFGRID3
* xyz 0 1
C 2.355 0.788 0.132
O 1.553 -0.048 -0.660
C 0.429 0.445 -1.279
P -1.387 -0.033 -0.172
C -0.864 -0.520 1.538
O -1.763 -1.475 -0.868
S -2.869 1.265 -0.009
H 2.411 0.435 1.069
H 1.993 1.840 0.285
H 3.298 0.981 -0.259
H 0.449 1.627 -1.332
H 0.374 0.053 -2.250
H -0.366 -1.380 1.701
H -0.477 0.445 1.801
H -1.774 -0.710 2.019
H -2.623 -1.564 -1.297
*
```

Results of the Mulliken charge analysis, in e, for atoms 1 through 2: number 1, C, carries -0.861; number 2, O, carries -0.365


B.
Here is C3H9O2PS in the gas phase from OMol25. Energies are from ωB97M-V/def2-TZVPD.

HOMO level, eV: -8.35
E_LUMO, eV: 0.04
Gap between HOMO and LUMO, eV: 8.39

The geometry in ORCA input format:
```
! RIJCOSX wB97M-V def2-TZVPD def2/J DEFGRID3
* xyz 0 1
C 1.567 -0.072 -1.007
C 1.223 0.833 1.652
C -2.342 -0.848 -0.573
O 0.225 -1.695 0.791
O -1.383 1.468 -1.328
P 0.480 -0.325 0.395
S -1.764 0.839 -0.100
H 1.482 -1.068 -1.546
H 1.428 0.759 -1.585
H 2.553 -0.005 -0.400
H 1.051 1.788 1.104
H 0.550 0.934 2.534
H 2.298 0.683 2.020
H -3.322 -0.713 -1.214
H -2.653 -1.362 0.241
H -1.394 -1.214 -0.985
*
```

Results of the Mulliken charge analysis, in e, for atoms 1 through 2: number 1, C, carries -0.887; number 2, C, carries -1.043


A (0.0267 hartree below the next structure)